Entry 1:
{
  "formula": "C19H27NO6",
  "method": "ωB97M-V/def2-TZVPD",
  "elements": ["O", "O", "O", "O", "O", "O", "N", "C", "C", "C", "C", "C", "C", "C", "C", "C", "C", "C", "C", "C", "C", "C", "C", "C", "C", "C", "H", "H", "H", "H", "H", "H", "H", "H", "H", "H", "H", "H", "H", "H", "H", "H", "H", "H", "H", "H", "H", "H", "H", "H", "H", "H", "H"],
  "coordinates": [[1.74497, 3.81379, -2.39068], [-2.59082, 1.94116, -3.52083], [-1.01605, -0.82671, -1.96860], [-2.43880, 0.29902, -0.48615], [-1.45869, -1.69089, 3.87174], [0.82943, -3.56272, 3.44731], [-0.45005, 2.05557, -2.26009], [-0.48296, -1.64407, 5.04149], [-0.40743, 3.47274, -2.09689], [0.43042, -0.68568, 5.13511], [-1.51509, -0.07193, -2.96131], [0.26384, -2.76591, 2.55025], [-1.00117, -1.88821, 2.70719], [0.45550, 5.61641, -2.52074], [-0.83784, -1.43165, 0.27980], [0.85248, 1.56159, -2.02111], [0.17979, -2.36353, 0.02950], [-1.40687, -0.62992, -0.81414], [1.71534, -4.30136, 3.30299], [3.02602, -3.58668, 3.38341], [-1.26186, -1.07897, 1.57292], [1.88768, 2.27264, -2.83014], [-1.31234, 1.43712, -2.96349], [0.53941, 4.15399, -2.92245], [0.74306, -2.88159, 1.36010], [3.45150, 1.78446, -2.37499], [1.36211, -3.77140, 1.08974], [-1.51092, -1.31251, 5.70822], [3.14857, -3.10304, 4.20208], [3.86639, 2.35614, -2.98455], [-2.16272, -0.32899, 1.86027], [-1.54834, 3.65286, -2.49400], [3.49103, 0.62108, -2.74598], [-2.53397, -0.68601, -3.48763], [-0.36759, 3.75804, -1.21593], [0.36729, 0.41873, 4.95626], [0.78485, 5.78802, -1.48243], [-0.80418, -0.37731, -4.02898], [1.90597, 2.22183, -3.94307], [1.26305, -0.96645, 4.54945], [-0.31464, 6.29151, -2.89656], [3.52728, 1.95194, -1.29743], [1.06188, 1.50133, -1.02288], [-0.36700, -2.61151, 5.39093], [3.08669, -3.06015, 2.43903], [1.02802, -0.83031, 6.05974], [0.52554, 4.10413, -4.03472], [1.28385, 6.18672, -2.93991], [1.68939, -4.98557, 4.27234], [1.50153, -5.00159, 2.40231], [0.81348, 0.36672, -2.35325], [3.82229, -4.36889, 3.10365], [0.48324, -2.51218, -1.00054]],
  "forces_ev_per_angstrom": [[3.6, -4.7, -1.4], [7.6, -1.3, 2.5], [2.6, -1.9, -1.8], [6.1, -5.1, -2.5], [-0.6, 0.7, 2.7], [-14.4, 10.9, 4.8], [2.3, 1.0, 0.8], [-12.4, -1.2, 1.9], [-8.4, -2.5, -9.6], [7.1, 5.0, 0.5], [-0.1, -1.6, -8.3], [-3.7, 1.8, 0.6], [5.9, -0.6, -3.8], [1.3, 2.2, -0.4], [1.1, 0.1, -1.1], [0.0, -5.5, -3.8], [-1.0, 1.5, 4.5], [-7.9, 5.6, 6.9], [10.5, -12.2, 0.4], [1.6, -5.6, -8.1], [-3.3, -0.4, 3.4], [3.4, 1.6, 2.2], [-11.8, -0.4, -2.7], [0.2, 3.7, -0.6], [1.1, -1.8, -9.8], [-7.8, -6.3, 2.9], [0.2, 1.2, 0.8], [3.0, -0.8, -0.7], [1.0, 3.2, 5.2], [5.0, 4.8, -4.7], [2.4, -1.6, -1.5], [2.4, 0.5, 1.0], [0.2, 2.9, 1.2], [2.4, 3.0, 2.2], [0.7, 2.2, 8.5], [-1.1, -1.1, 0.2], [-1.2, -0.4, 0.1], [-1.5, 0.6, 3.0], [-0.7, 0.1, 0.9], [1.3, -0.1, -1.7], [-0.9, -0.7, 0.6], [0.5, -0.1, -0.4], [0.8, 0.4, 2.7], [1.1, -1.8, 0.1], [0.1, 1.3, 0.3], [-1.0, 0.3, 0.3], [-0.5, -0.6, 0.6], [0.6, -0.5, -0.7], [0.3, 0.4, -1.8], [1.3, 0.4, 1.0], [0.6, 3.0, 0.7], [-0.7, 1.0, 1.3], [0.4, -0.5, 0.5]],
  "de_lowest_ev": 16.973,
  "molar_mass_g_mol": 365.43,
  "lumo_energy_ev": 0.111,
  "smiles": "CCOc1ccc(C(=O)OCC(=O)N2C[C@@H](C)O[C@@H](C)C2)cc1OCC",
  "homo_lumo_gap_ev": 8.529,
  "multiplicity": 1
}



Entry 2:
{
  "formula": "H3INP",
  "method": "ωB97M-V/def2-TZVPD",
  "elements": ["I", "P", "N", "H", "H", "H"],
  "coordinates": [[-2.41873, 0.42818, 0.07265], [0.43899, -0.12144, -0.02039], [-0.89385, -1.03013, -0.07099], [0.31071, 0.76022, 0.98019], [0.66496, 0.81203, -1.01292], [1.89792, -0.84885, 0.05147]],
  "forces_ev_per_angstrom": [[0.5, -0.7, -0.1], [1.1, -2.0, -0.5], [0.3, 0.4, -0.2], [0.7, 1.0, 1.6], [0.3, 0.2, -0.8], [-2.9, 1.1, 0.0]],
  "de_lowest_ev": 3.069,
  "molar_mass_g_mol": 174.91,
  "lumo_energy_ev": -0.375,
  "homo_lumo_gap_ev": 8.248,
  "multiplicity": 1
}



no.,HOMO level (eV)
1,-8.418
2,-8.623